ORCA calculation (ωB97M-V/def2-TZVPD) on a structure of composition C17H22N2O3S in a non-equilibrium geometry.

```
45
Properties=species:S:1:pos:R:3:mulliken_charge:R:1
C 0.78 0.93 -4.04 -1.060
O 0.67 1.91 -3.19 -0.225
C -0.61 2.30 -2.78 -0.500
C -1.39 1.37 -2.09 -1.044
H -2.28 1.73 -2.09 0.548
H -1.49 0.57 -2.71 0.531
C -0.82 1.26 -0.83 0.046
N 0.55 0.23 -0.79 0.253
S 0.45 -1.36 -1.00 1.302
O 1.58 -1.82 -1.56 -0.685
O -0.77 -1.53 -1.62 -0.622
C 0.28 -2.07 0.73 -1.698
C -1.26 -2.08 0.88 0.629
C -1.74 -0.97 2.05 -0.286
C -2.95 -0.96 2.28 -0.053
C -4.02 -1.60 1.73 -0.823
C -3.66 -2.71 0.72 -1.209
C -2.28 -2.75 0.47 0.273
H -1.95 -3.71 -0.06 0.168
H -4.36 -3.28 0.50 0.719
H -4.93 -1.68 2.02 0.547
H -3.36 0.09 3.09 0.041
H -1.00 -0.26 2.49 0.085
H 0.40 -2.92 0.58 1.039
H 0.98 -1.67 1.45 0.529
C 1.68 0.83 -0.50 -0.088
C 1.90 1.30 0.72 -0.037
N 1.42 0.53 2.02 0.149
C 1.56 1.05 3.08 0.383
C 2.22 2.06 3.48 -1.088
C 2.90 2.78 2.63 -0.226
C 2.77 2.39 1.16 -1.045
H 3.05 3.06 0.44 0.471
H 3.44 3.70 2.64 0.413
H 2.43 2.29 4.48 0.380
H 1.10 0.27 4.06 0.101
H 2.56 -0.03 -0.78 0.242
H 1.73 1.94 -1.17 0.022
H -1.49 0.53 -0.10 -0.087
H -0.49 2.15 -0.02 0.287
H -1.25 2.71 -3.87 0.281
H -0.45 3.62 -2.26 0.165
H 1.96 0.90 -4.40 0.153
H 0.57 0.02 -3.70 0.406
H 0.39 1.06 -4.91 0.610
```

* total charge: 0
* gap between HOMO and LUMO: 0.319 Ha
* ΔE to the lowest compared entry with this formula, charge and spin: 472.2 kcal/mol